1.
A structure of composition C11H30InO14P3 in a non-equilibrium geometry, computed with ωB97M-V/def2-TZVPD.

Results
* charge: +2
* E: -73586.645 eV
* relative energy (zero: lowest compared OMol25 entry of this formula, charge and spin): 0.0 kJ/mol

Geometry as XYZ:
```
59
Properties=species:S:1:pos:R:3:forces:R:3:nbo_charge:R:1
In -1.8876 0.3083 -0.1634 3.6 -1.1 -1.4 1.683
C 1.5280 -1.3849 -2.9070 0.2 -0.2 -0.2 -0.602
C 0.4757 -0.7597 -1.9253 -2.1 0.2 0.3 0.749
O -0.2377 0.1302 -2.4260 -0.2 0.5 0.0 -0.460
O 0.2916 -1.3022 -0.8361 0.1 -0.2 1.0 -0.490
H 2.3638 -1.7797 -2.3363 0.1 0.4 0.1 0.267
H 1.7605 -0.6234 -3.6418 0.3 -0.1 0.0 0.265
H 1.0543 -2.2396 -3.3908 -0.3 0.2 0.1 0.264
C -1.4510 -3.9738 -1.2518 0.4 -0.5 -0.1 -0.252
O -2.8452 -4.1225 -1.5568 0.1 1.1 0.3 -0.793
P -3.6311 -2.8955 -2.1823 -0.9 -1.5 -0.6 2.622
O -3.1753 -1.5417 -1.7462 0.9 1.0 0.9 -1.183
O -3.5821 -3.1411 -3.7401 0.3 0.7 0.7 -0.757
C -2.3703 -2.8302 -4.4181 1.3 0.1 -0.7 -0.270
O -5.1228 -3.2230 -1.9210 -0.3 -0.2 -0.1 -0.788
C -5.7045 -3.2349 -0.6077 -0.3 0.6 0.4 -0.252
H -1.2831 -3.7272 -0.2044 -0.2 -0.1 0.1 0.193
H -0.9524 -3.2082 -1.8445 -0.2 0.0 -0.2 0.166
H -1.0113 -4.9364 -1.5018 0.2 0.0 0.2 0.223
H -1.6936 -2.1350 -3.9076 -0.7 0.4 0.3 0.168
H -2.6144 -2.4050 -5.3867 -0.1 -0.1 0.0 0.227
H -1.7119 -3.6917 -4.5619 -0.6 -0.4 -0.1 0.198
H -5.3180 -2.3617 -0.0803 0.1 -0.3 0.4 0.170
H -5.5531 -4.1743 -0.0822 0.5 0.0 -0.1 0.212
H -6.7808 -3.0904 -0.6607 0.0 0.0 -0.6 0.226
C 2.7522 0.0927 4.6468 -0.2 -0.2 -0.1 -0.253
O 1.9150 -0.2384 3.4839 -0.4 0.9 -0.5 -0.812
P 0.6764 0.6554 3.1690 0.0 0.6 0.4 2.635
O 0.0898 0.3564 1.8318 -1.1 -0.7 -1.1 -1.140
O 1.1858 2.1312 3.2814 0.1 -0.4 0.7 -0.816
C 0.2783 3.2466 3.4251 -0.7 -0.3 -0.8 -0.248
O -0.3773 0.5013 4.3367 0.5 0.2 -0.2 -0.805
C -1.2964 -0.5670 4.3865 -1.6 -1.2 0.1 -0.266
H 2.5375 1.0512 5.1171 -0.5 0.0 -0.2 0.208
H 3.7633 0.1741 4.2632 0.1 -0.6 0.3 0.217
H 2.5036 -0.7202 5.3203 0.8 0.0 0.3 0.215
H 0.3829 3.8160 2.5041 0.1 0.4 0.3 0.210
H 0.4695 3.8141 4.3292 0.4 -0.1 -0.1 0.221
H -0.7484 2.8766 3.4594 0.0 0.1 0.1 0.182
H -1.1222 -1.4204 3.7251 0.7 0.3 -0.1 0.190
H -2.3117 -0.2437 4.1351 0.2 0.5 0.0 0.185
H -1.3805 -0.9893 5.3868 0.4 0.3 0.1 0.224
C 3.0775 4.7687 0.2914 0.7 0.6 -0.6 -0.257
O 1.7688 4.1760 0.2073 -0.5 -0.6 0.7 -0.814
P 1.5971 2.7261 -0.3662 1.5 0.5 0.1 2.627
O 0.1995 2.2590 -0.3823 -1.1 -0.4 -0.2 -1.160
O 2.6007 1.8552 0.4726 -0.2 0.3 -0.3 -0.819
C 3.1095 0.5904 0.0247 0.3 0.0 0.4 -0.255
O 2.3208 2.7888 -1.7849 -1.0 -0.4 0.2 -0.808
C 1.4976 3.1491 -2.9042 0.1 0.5 -1.5 -0.274
H 3.3854 5.0607 1.2929 -0.6 -0.3 0.3 0.210
H 3.0346 5.6743 -0.3107 0.1 0.0 0.0 0.209
H 3.8510 4.1153 -0.1083 -0.1 -0.1 -0.1 0.198
H 2.5729 -0.1784 0.5777 0.1 -0.2 -0.2 0.204
H 4.1660 0.5840 0.2836 0.0 -0.1 0.1 0.217
H 3.0469 0.4642 -1.0570 -0.2 0.1 0.0 0.180
H 1.7613 2.5289 -3.7611 -0.1 -0.4 0.3 0.198
H 1.7166 4.1517 -3.2771 0.2 0.2 0.6 0.210
H 0.4283 3.0929 -2.7190 0.1 -0.2 0.3 0.202
```
Positions in Å, forces in eV/Å.

=====

2.
A structure of composition C23H41IIrP2 in a non-equilibrium geometry, computed with ωB97M-V/def2-TZVPD.

Results
* charge: +1
* E: -54020.532 eV
* spin multiplicity: 5
* <S²>: 6.065
* relative energy (zero: lowest compared OMol25 entry of this formula, charge and spin): 134.9 kJ/mol

Geometry as XYZ:
```
68
Properties=species:S:1:pos:R:3:forces:R:3:nbo_charge:R:1
Ir 0.5232 2.8175 1.2297 -0.4 -2.5 0.4 0.321
C 0.2318 -0.4193 0.9973 -0.6 0.6 0.1 0.065
C 0.5714 0.6701 1.9083 -1.8 0.7 -0.1 -0.195
C -1.6810 0.8523 1.1734 0.8 -0.8 0.2 0.086
C -1.0795 -0.2105 0.5061 -0.4 0.4 0.6 -0.083
C -0.7105 1.4491 2.0884 0.8 -2.8 -0.4 -0.132
C 0.8983 -1.7386 0.8942 0.3 -0.4 -0.2 -0.669
H 1.7832 -1.8037 1.5303 0.1 0.0 -0.2 0.215
H 1.1714 -1.9747 -0.1482 0.0 0.0 0.3 0.230
H 0.2192 -2.5414 1.2374 0.2 0.3 -0.2 0.238
C -1.8500 -1.1325 -0.3744 -0.1 -0.1 -0.2 -0.643
H -1.1894 -1.6977 -1.0308 -0.1 0.0 -0.1 0.218
H -2.5704 -0.5781 -0.9882 0.2 -0.2 0.1 0.227
H -2.4249 -1.8535 0.2261 0.1 0.1 -0.1 0.226
C -3.1146 1.1556 1.1709 -0.6 0.2 0.0 -0.676
H -3.6153 0.4129 1.8089 -0.2 0.2 -0.1 0.232
H -3.5292 1.0819 0.1654 -0.1 0.0 0.0 0.234
H -3.3280 2.1610 1.5435 -0.1 -0.3 0.0 0.236
C -1.0263 2.0880 3.3831 -0.5 -0.3 -0.1 -0.655
H -1.1636 1.2693 4.1062 0.0 0.4 0.2 0.247
H -1.9193 2.6906 3.2875 -0.2 0.1 0.2 0.245
H -0.2049 2.7145 3.7063 0.3 0.3 0.5 0.223
C 1.4745 0.4880 3.0756 0.2 -0.1 0.5 -0.638
H 0.8861 0.1890 3.9632 0.3 0.0 -0.2 0.217
H 1.9693 1.4380 3.3037 0.2 -0.3 0.3 0.208
H 2.2225 -0.2924 2.8944 0.0 0.3 0.1 0.221
C 2.7234 -0.2705 -2.9268 0.4 0.9 1.4 -0.152
C 3.2345 -1.2317 -2.0416 -0.2 0.1 -0.7 -0.161
C 4.3510 -0.9104 -1.1261 1.6 -1.6 0.6 -0.467
C 4.0869 0.1235 -0.0320 0.1 0.0 0.3 -0.368
C 3.7679 1.4945 -0.6466 -1.7 0.9 2.0 -0.651
C 2.7630 1.2969 -1.7499 -2.8 0.5 1.2 -0.175
C 2.7654 2.0212 -3.0471 0.0 -0.3 -1.3 -0.463
C 3.4695 0.8223 -3.6986 0.4 0.4 -1.6 -0.408
H 5.2232 -0.5649 -1.7096 0.0 -0.2 0.2 0.203
H 4.9047 0.1943 0.7044 -0.2 -0.2 -0.3 0.220
H 4.6407 -1.8713 -0.6044 0.0 1.0 -0.6 0.235
H 4.5428 0.8064 -3.4400 -0.4 0.0 -0.1 0.194
H 1.7082 -0.4310 -3.3290 0.4 0.0 0.3 0.226
H 2.7391 -2.1792 -1.9215 -0.3 -0.1 0.1 0.209
H 3.3744 0.7742 -4.8015 0.2 -0.2 0.4 0.218
H 1.7220 2.0728 -3.3725 0.1 0.0 -0.2 0.230
H 1.7519 1.1826 -1.3043 0.6 0.3 -0.1 0.243
H 3.1752 3.0261 -3.2269 0.0 -0.5 0.3 0.187
H 3.1693 -0.1739 0.5353 0.7 0.2 -0.4 0.226
H 3.1068 1.9008 0.2117 0.3 -0.3 -0.8 0.288
P 4.6435 3.1004 -0.7185 0.9 -1.9 -1.4 1.631
C 5.5810 3.1814 -2.2740 0.4 0.9 0.1 -0.971
C 5.8858 3.3802 0.5555 0.0 0.2 0.6 -0.974
P 1.8114 4.1898 0.2404 1.9 2.9 -2.2 0.977
C 3.3939 4.3571 -0.7739 0.4 0.1 -0.2 -1.123
C 2.4415 4.6995 1.8830 0.4 0.8 -0.1 -0.968
C 1.1181 5.6336 -0.7293 0.4 0.1 0.3 -0.947
H 4.9660 3.5702 -3.0928 0.2 -0.3 0.2 0.263
H 5.9817 2.1993 -2.5342 0.0 0.2 0.1 0.267
H 6.3962 3.9123 -2.1268 -0.1 -0.4 -0.2 0.256
H 6.5422 4.2054 0.2277 -0.3 -0.4 0.0 0.273
H 6.4911 2.4721 0.6985 -0.2 0.3 -0.1 0.278
H 5.4436 3.6858 1.5162 0.1 -0.3 -0.3 0.270
H 1.8999 6.2346 -1.2132 -0.1 -0.1 0.4 0.216
H 0.5095 6.2679 -0.0880 -0.1 0.0 -0.1 0.261
H 0.4874 5.2384 -1.5306 0.0 0.0 0.3 0.266
H 3.1402 4.4883 -1.8368 -0.2 -0.3 0.4 0.289
H 3.8927 5.3096 -0.5278 -0.2 -0.2 0.3 0.278
H 1.5569 4.8319 2.5184 0.5 0.3 0.0 0.263
H 3.0195 5.6212 1.7868 0.1 0.1 0.4 0.232
H 3.0578 3.8884 2.2920 -0.1 0.3 -0.1 0.238
I -1.4707 3.8929 0.1408 -1.7 1.0 -0.7 -0.310
```
Positions in Å, forces in eV/Å.

=====

> The lowest charge belongs to which entry?

C23H41IIrP2

=====

> Among the records above, which one has the lowest relative energy (zero: lowest compared OMol25 entry of this formula, charge and spin)?

C11H30InO14P3

=====

> Among the records above, which one has the lowest charge?

C23H41IIrP2

=====

> Which of these has the highest charge?

C11H30InO14P3